{
  "formula": "C4H8NS",
  "method": "ωB97M-V with the def2-TZVPD basis set",
  "species": ["C", "C", "C", "C", "N", "S", "H", "H", "H", "H", "H", "H", "H", "H"],
  "coordinates": [[-0.6463, -2.2872, -0.5983], [-0.2256, -1.1350, -0.6907], [1.9428, -0.5286, 0.8190], [0.1758, 0.1787, -1.0076], [-1.5414, 1.9067, 0.1663], [1.5446, 0.8286, -0.3207], [-0.9938, -3.1716, -0.1558], [1.0801, -0.8092, 1.4892], [2.6635, -0.3693, 1.5376], [2.3275, -1.3690, 0.3452], [-0.4074, 0.7291, -1.7534], [-2.3175, 1.5014, 0.7248], [-1.6949, 1.6048, -0.8082], [-1.9073, 2.9205, 0.2527]],
  "spin_multiplicity": 1,
  "e_tot_ha": -609.7578,
  "total_charge": 1,
  "e_lumo_ev": [-6.57, -6.57]
}